Record 1
ORCA calculation (ωB97M-V/def2-TZVPD) on C43H43CuF3GeN5O5Sb as an isolated structure.

```
102
Properties=species:S:1:pos:R:3:forces:R:3
Cu 2.099897 1.127991 0.317099 0.0068 0.0948 -0.0293
N 0.909576 -0.806244 0.576076 -0.0264 -0.0184 0.0910
N 1.753710 -1.621066 1.336158 0.0110 -0.0112 -0.0726
C 3.027874 -1.267386 1.557591 -0.0184 -0.0097 -0.0202
N 3.739584 -2.030463 2.384396 -0.0409 0.0060 -0.0193
N 3.463848 -0.213669 0.851736 -0.0108 -0.0135 0.0320
N 4.685461 0.344255 1.140976 0.0058 0.0182 -0.0614
O 4.818236 1.478235 0.730286 0.0005 -0.0326 0.0398
O 5.553212 -0.291742 1.716115 0.0253 0.0275 0.0112
H 0.160395 -0.453462 1.167393 0.0168 -0.0050 -0.0233
H 0.510623 -1.344748 -0.185142 0.0451 0.0284 -0.0122
H 1.344973 -2.371676 1.879003 -0.0161 -0.0014 0.0295
H 3.220811 -2.561909 3.065351 -0.0068 -0.0083 0.0210
H 4.653330 -1.678239 2.630194 0.0048 0.0027 -0.0002
C 2.682881 3.780896 -2.184120 0.0069 0.0050 0.0033
C 1.649826 3.552095 -1.088258 -0.0065 -0.0039 0.0066
C 2.112396 4.152108 0.231601 -0.0031 0.0140 0.0026
O 1.377622 2.172484 -0.974620 -0.0217 -0.0377 0.0440
H 2.878748 4.846608 -2.319643 0.0010 0.0010 -0.0003
H 2.341177 3.370206 -3.135530 -0.0018 -0.0033 0.0002
H 3.617819 3.283343 -1.915387 0.0022 0.0006 0.0039
H 0.715088 4.060285 -1.378989 0.0123 0.0020 -0.0013
H 3.060650 3.700641 0.540413 0.0027 -0.0022 0.0020
H 1.377657 3.975162 1.017424 0.0019 -0.0026 -0.0043
H 2.267894 5.227953 0.129642 0.0010 0.0026 0.0033
F 2.188135 -3.227938 -9.136371 -0.0040 -0.0034 0.0053
C 2.079564 -2.527025 -7.990220 0.0096 0.0133 -0.0036
C 1.253497 -3.004740 -6.993109 -0.0019 -0.0007 0.0092
C 1.146029 -2.274775 -5.816458 -0.0217 -0.0197 -0.0060
C 1.853190 -1.088146 -5.636306 0.0310 0.0126 -0.0138
C 2.683813 -0.649640 -6.667182 0.0048 -0.0024 0.0014
C 2.801558 -1.358649 -7.854297 -0.0093 -0.0160 -0.0016
Sb 1.725811 0.139428 -3.879011 -0.0306 0.0069 0.0598
C 0.713266 -1.360531 -2.715227 -0.0132 -0.0256 -0.0298
C 1.447408 -2.438640 -2.219608 0.0072 -0.0180 -0.0337
C 0.843583 -3.444629 -1.475037 0.0044 -0.0229 0.0006
C -0.511106 -3.345760 -1.219366 -0.0260 0.0003 -0.0011
F -1.103278 -4.307753 -0.478107 0.0027 0.0089 -0.0047
C -1.274632 -2.290066 -1.677666 0.0105 -0.0128 0.0110
C -0.650382 -1.302769 -2.434503 0.0169 -0.0117 0.0307
C -0.074312 1.140034 -4.469162 -0.0054 0.0081 -0.0392
C -0.857006 0.712583 -5.540368 0.0070 -0.0071 -0.0067
C -2.036991 1.365019 -5.870098 0.0055 0.0029 0.0038
C -2.419748 2.454048 -5.112375 -0.0098 0.0022 -0.0043
F -3.566635 3.090405 -5.424929 0.0026 -0.0002 0.0008
C -1.670764 2.914550 -4.049218 -0.0042 -0.0060 0.0105
C -0.492499 2.248596 -3.735558 -0.0158 -0.0013 -0.0006
H 0.708968 -3.927122 -7.143806 -0.0009 -0.0028 -0.0008
H 0.492839 -2.644303 -5.034316 0.0043 0.0056 0.0031
H 3.256801 0.264448 -6.553422 -0.0013 0.0032 0.0046
H 3.440426 -1.024139 -8.660070 0.0030 0.0008 -0.0041
H 2.512634 -2.508562 -2.413240 0.0059 0.0012 0.0010
H 1.404028 -4.287461 -1.092833 0.0030 -0.0036 0.0023
H -2.329211 -2.240904 -1.439093 0.0043 0.0103 0.0044
H -1.243749 -0.472308 -2.795882 -0.0085 0.0049 -0.0001
H -0.551435 -0.141382 -6.132612 -0.0019 0.0024 -0.0015
H -2.653901 1.043956 -6.698520 -0.0009 -0.0016 -0.0028
H -2.009020 3.773257 -3.484117 0.0017 0.0007 0.0018
H 0.095149 2.582202 -2.889825 0.0139 -0.0007 0.0114
O 2.786996 0.632221 3.514920 0.0157 -0.0139 -0.0007
C 1.799852 1.319782 3.260903 -0.0134 0.0788 -0.0357
O 1.352343 1.603430 2.085737 0.0265 0.0024 0.0008
C 0.991535 1.948555 4.390517 -0.0113 0.0023 0.0109
C -0.499147 2.111632 4.093742 0.0139 -0.0271 -0.0022
Ge -1.521844 0.508396 3.592177 0.0216 -0.0322 -0.0136
C -2.238800 0.676941 1.778398 -0.0174 -0.0017 0.0137
C -3.426354 0.032596 1.421660 0.0099 -0.0010 -0.0095
C -3.909968 0.098558 0.121118 0.0015 0.0078 0.0111
C -3.210241 0.811296 -0.845124 -0.0231 0.0102 -0.0040
C -2.035084 1.463623 -0.502660 -0.0082 -0.0286 0.0050
C -1.558978 1.403542 0.800183 0.0076 -0.0072 -0.0143
C -0.547961 -1.210549 3.654382 -0.0115 -0.0073 -0.0064
C 0.515585 -1.467863 4.519276 0.0118 0.0627 0.0550
C 1.087048 -2.733667 4.601273 -0.0016 -0.0157 0.0114
C 0.607876 -3.771177 3.811701 -0.0094 0.0153 -0.0230
C -0.447691 -3.534125 2.935284 0.0371 0.0186 -0.0110
C -1.015231 -2.266819 2.864369 0.0052 -0.0078 -0.0112
C -3.044413 0.274310 4.794343 -0.0089 0.0027 -0.0071
C -3.167571 -0.833157 5.629648 -0.0002 -0.0122 0.0055
C -4.258039 -0.966368 6.480695 0.0012 -0.0004 0.0020
C -5.242928 0.009143 6.504434 0.0007 0.0011 0.0006
C -5.136308 1.118150 5.675251 0.0003 -0.0021 0.0047
C -4.045434 1.246630 4.828570 -0.0108 0.0005 -0.0019
H 1.434097 2.936103 4.559595 0.0058 -0.0102 -0.0036
H 1.173760 1.381130 5.303134 -0.0020 0.0128 -0.0168
H -0.629115 2.810295 3.266026 0.0056 0.0125 0.0016
H -1.005703 2.542402 4.960135 0.0075 -0.0001 0.0017
H -3.990150 -0.514419 2.170402 0.0002 -0.0110 0.0012
H -4.836980 -0.399546 -0.135765 0.0012 -0.0024 0.0006
H -3.584570 0.866261 -1.861225 0.0009 -0.0030 0.0036
H -1.471377 2.012473 -1.243261 0.0115 0.0254 -0.0270
H -0.636335 1.914516 1.046037 0.0164 0.0215 0.0048
H 0.921558 -0.679351 5.140747 -0.0287 -0.0628 -0.0329
H 1.900426 -2.907958 5.295893 0.0056 -0.0030 0.0049
H 1.047268 -4.758713 3.878940 -0.0062 -0.0063 0.0091
H -0.824938 -4.331148 2.307162 -0.0158 -0.0021 -0.0024
H -1.832310 -2.100184 2.169506 -0.0147 -0.0030 0.0187
H -2.407842 -1.607134 5.617942 -0.0011 0.0039 0.0025
H -4.338295 -1.833984 7.123463 -0.0003 -0.0005 0.0014
H -6.093862 -0.094001 7.165462 -0.0017 0.0001 0.0017
H -5.904609 1.880836 5.687474 -0.0010 0.0011 0.0001
H -3.981582 2.114403 4.179683 0.0049 0.0010 -0.0021
```
Positions in Å, forces in eV/Å.

Summary:
* 2S+1: 2
* strongest force on any atom: 0.099 eV/A
* Kohn-Sham gap (alpha / beta): 8.830 / 7.888 eV
* energy relative to the best compared isomer or geometry (same formula, charge and spin): 0.0 kcal/mol

---

Record 2
ORCA calculation (ωB97M-V/def2-TZVPD) on a 3-piece molecular cluster, C7H18N2O overall.

```
28
Properties=species:S:1:pos:R:3:forces:R:3
C -0.133397 -0.442808 -0.154791 0.0748 0.8622 0.4211
C 0.343231 0.773528 0.273262 -0.6004 -0.7649 0.2146
C -2.413285 0.624806 0.019275 -0.7615 -0.0118 -0.3458
C 2.063803 -1.046483 -0.015864 0.6116 -0.4960 -0.0529
C -3.152378 0.589882 1.326252 0.0263 -0.0828 0.1719
C 2.794483 -0.485448 -1.194711 0.0258 0.0554 -0.0211
C 2.701264 -0.874899 1.334122 -0.0266 0.0248 -0.0043
N 0.650286 1.776188 -0.552442 0.1055 0.4649 -0.4425
N -2.894241 -0.302642 -1.009303 -0.0871 0.0738 0.2440
O -0.349837 -0.673047 -1.468806 -0.2704 -0.0547 -0.1972
H -1.362924 -0.643615 -1.581376 0.4393 -0.0136 0.0145
H -0.428515 -1.177317 0.582670 0.0454 -0.0622 -0.0040
H 0.500931 0.929336 1.330452 0.0225 -0.0124 0.0163
H -2.301144 1.618240 -0.411409 0.1303 -0.0351 0.0188
H 1.684502 -2.051718 -0.189535 -0.0258 0.0020 0.0012
H 1.082654 2.619712 -0.225627 -0.0321 -0.0917 -0.0295
H 0.521315 1.641814 -1.542907 0.0456 0.0103 0.0926
H -3.227428 -1.163895 -0.585443 0.0219 0.0639 0.0046
H -3.662267 0.054084 -1.580864 0.1997 0.0326 0.1174
H -3.058503 -0.389181 1.816662 0.0068 0.0616 -0.0528
H -2.745061 1.329834 2.021335 -0.0160 -0.0444 -0.0486
H -4.238786 0.788769 1.240320 0.2013 -0.0113 -0.0827
H 2.028391 -1.173705 2.145377 0.0151 0.0179 -0.0326
H 3.049986 0.569924 -1.045408 -0.0127 -0.0496 0.0004
H 2.190691 -0.564908 -2.102194 0.0290 0.0121 0.0211
H 3.743587 -1.012034 -1.386786 -0.0673 0.0177 0.0266
H 2.997297 0.165450 1.511198 -0.0227 -0.0194 -0.0146
H 3.615344 -1.479869 1.446541 -0.0783 0.0509 -0.0364
```
Positions in Å, forces in eV/Å.

Summary:
* 2S+1: 1
* strongest force on any atom: 0.996 eV/A
* Kohn-Sham gap (alpha / beta): 6.950 / 6.102 eV
* energy relative to the best compared isomer or geometry (same formula, charge and spin): 129.4 kcal/mol

---

Record 3
ORCA calculation (ωB97M-V/def2-TZVPD) on an isolated ion of composition C4H11N3 and charge -1 at a distorted geometry.

```
18
Properties=species:S:1:pos:R:3:forces:R:3
C 1.321227 -0.222777 -0.852339 1.7382 1.7932 -1.4531
C 1.338554 -0.276726 0.669586 -1.8669 -0.4618 -1.0260
C -0.140023 -0.306671 1.113734 -0.3430 -0.8830 0.5818
N -2.731466 0.584896 -0.281060 -0.0125 0.3511 -1.9994
C -1.979525 1.301984 0.442023 1.6275 -0.5028 0.9283
N -0.786148 0.977159 1.096185 -1.3598 0.9197 -1.0963
N 0.857396 -1.394090 -1.587945 -0.7806 -0.5100 -0.1739
H 0.794159 0.680812 -1.199097 -0.3613 -0.2760 0.4721
H 2.315503 0.035897 -1.289057 -0.0750 -0.3296 0.7367
H 1.773233 0.613854 1.124319 0.4632 -0.2121 -0.0170
H 1.778332 -1.229070 0.959917 0.3493 0.1779 0.3199
H -0.732152 -0.976896 0.474839 0.3576 0.0881 0.0387
H -0.229050 -0.772693 2.117017 0.0427 0.4164 -0.1323
H -2.211796 -0.116055 -0.818258 -0.3395 -0.5870 1.0175
H -2.225794 2.358124 0.567700 -0.2844 -0.2203 0.8123
H -0.674855 1.593891 1.882761 0.6569 0.1915 0.2881
H 0.015931 -1.159055 -2.115820 0.1098 -0.1385 0.3017
H 1.516481 -1.692579 -2.304509 0.0778 0.1832 0.4008
```
Positions in Å, forces in eV/Å.

Summary:
* 2S+1: 2
* strongest force on any atom: 2.889 eV/A
* Kohn-Sham gap (alpha / beta): 2.635 / 9.232 eV
* net charge: -1
* energy relative to the best compared isomer or geometry (same formula, charge and spin): 25.6 kcal/mol

---

Record 4
ORCA calculation (ωB97M-V/def2-TZVPD) on a 2-piece molecular cluster, C27H27BO4 overall at a distorted geometry.

```
59
Properties=species:S:1:pos:R:3:forces:R:3
C -2.031617 8.267738 1.658710 0.0306 -0.2595 -0.8229
C -1.728065 7.019051 2.374593 -0.0744 0.2276 2.1196
C -1.637561 6.851960 3.741797 -0.3128 1.1402 -1.3422
C -1.302477 5.521331 3.957132 0.3525 -1.2272 -0.4690
C -1.201983 4.930643 2.723744 -0.0433 -0.6920 1.2634
B -0.814216 3.441818 2.347819 -0.0589 0.1035 0.1900
C -0.390593 2.636094 3.644495 1.1397 0.2664 -0.7607
C 0.801521 2.023907 3.934800 -0.5057 0.6071 -1.0708
C 0.658628 1.432307 5.183377 -1.2023 -0.2827 1.2971
C -0.625122 1.711984 5.606607 1.9626 -0.6392 -0.1978
C -1.246037 1.293932 6.872578 -0.7818 0.3576 -0.0505
O -1.271555 2.460264 4.664115 0.4372 -0.7541 0.8841
C -2.051492 2.689020 1.709737 -0.0709 1.3412 -0.4414
C -3.193755 3.185887 1.136642 0.9634 0.4557 0.5783
C -3.979765 2.092519 0.792043 0.0333 -1.7350 0.0370
C -3.274047 0.966210 1.165986 -1.3115 1.3692 -0.9091
C -3.711615 -0.433812 1.054106 0.5411 -0.2541 0.4738
O -2.073021 1.330095 1.704082 -1.0725 -0.6758 -0.2793
C 0.390266 3.515681 1.326954 -0.8827 -0.9346 -0.4050
C 0.475989 3.066105 0.035045 -0.9048 -0.0701 0.9405
C 1.737626 3.417578 -0.429157 1.5505 0.7610 0.4843
C 2.374208 4.066611 0.610308 -0.4915 -0.9245 -1.7188
C 3.731399 4.633840 0.604035 0.0670 0.3267 0.7745
O 1.549919 4.119375 1.697662 0.7945 0.0878 -1.0531
O -1.474921 5.833420 1.744577 -0.1243 1.1538 0.3180
H -2.203292 9.087714 2.352581 0.0207 -0.1299 0.0987
H -1.199473 8.530279 1.008593 0.0425 0.2244 -0.2160
H -2.917561 8.139107 1.040462 -0.1519 0.1847 -0.2066
H -1.789124 7.603005 4.499075 -0.0450 0.2155 -0.1253
H -1.135656 5.038622 4.905488 0.0054 -0.1155 -0.0826
H 1.673463 2.004613 3.302622 -0.0455 0.1410 -0.0862
H 1.406697 0.864502 5.710959 -0.0930 -0.0619 0.2485
H -0.554410 0.710230 7.475996 0.0909 0.0364 -0.1210
H -1.554171 2.169248 7.440764 -0.1579 0.0229 0.2636
H -2.129573 0.691739 6.671175 -0.2265 -0.1163 0.1823
H -3.437680 4.228338 1.016458 0.1432 0.0114 0.0589
H -4.956263 2.123526 0.338337 -0.0942 -0.2205 -0.0211
H -4.697725 -0.505578 0.600925 0.0387 0.1335 -0.0236
H -3.004533 -1.000015 0.452288 0.1278 -0.4016 -0.2236
H -3.750062 -0.884636 2.043994 -0.0615 -0.3190 0.1080
H -0.301850 2.556450 -0.508782 -0.1488 0.0333 0.0998
H 2.132302 3.226366 -1.412845 0.2555 0.1309 -0.0506
H 4.215520 4.489302 -0.359074 -0.1330 -0.0634 -0.0400
H 3.687982 5.699882 0.817701 0.2078 0.1944 0.0395
H 4.335162 4.159594 1.375130 0.2852 0.0566 0.1103
C 0.674408 -2.279433 0.067245 -0.0155 0.0844 0.2295
C 1.952783 -2.124045 -0.436583 0.1326 0.0763 0.0998
C 2.409513 -2.367587 -1.719024 0.1201 0.0249 -0.0474
C 1.700549 -2.825045 -2.814784 0.0671 -0.0041 -0.1001
C 0.359592 -3.152336 -2.898848 -0.0433 -0.0285 -0.1127
C -0.603080 -3.104399 -1.907249 -0.1074 -0.0277 -0.0576
C -0.462388 -2.716923 -0.587279 -0.1749 -0.0336 0.0776
H 0.546862 -2.026288 1.110037 -0.0333 0.0953 0.1186
H 2.692757 -1.765933 0.264809 0.0519 0.0741 0.0784
H 3.459493 -2.175069 -1.887246 0.0993 0.0347 -0.0137
H 2.269665 -2.942385 -3.725935 0.0551 -0.0040 -0.0898
H 0.019196 -3.491042 -3.866985 -0.0333 -0.0278 -0.0958
H -1.596385 -3.410860 -2.202707 -0.1048 -0.0162 -0.0226
H -1.359379 -2.764174 0.012971 -0.1089 0.0462 0.0826
```
Positions in Å, forces in eV/Å.

Summary:
* 2S+1: 1
* strongest force on any atom: 2.133 eV/A
* Kohn-Sham gap: 2.155 eV
* energy relative to the best compared isomer or geometry (same formula, charge and spin): 25.2 kcal/mol

---

> The highest strongest force on any atom belongs to which entry?

C4H11N3

---

> What is the formula in the second record?

C7H18N2O